<A>
The following is a DFT calculation (wB97M-V/def2-TZVPD) of a molecular structure, H6O3.

The geometry in ORCA input format:
```
! RIJCOSX wB97M-V def2-TZVPD def2/J DEFGRID3
* xyz 0 1
H -0.20990 0.29479 -0.34666
O -0.59295 1.59569 -0.46986
H -0.48891 2.40715 -0.96681
H 0.96208 -1.14634 0.17984
H 0.50685 -2.54521 0.53740
O 0.15257 -0.22918 0.36771
H -0.00039 0.29681 1.15268
O 1.19744 -2.06844 0.07698
H -1.52679 1.39473 -0.53128
*
```



<B>
The following is a DFT calculation (wB97M-V/def2-TZVPD) of 3 unconnected molecules or ions with the total composition H6O3.

The geometry in ORCA input format:
```
! RIJCOSX wB97M-V def2-TZVPD def2/J DEFGRID3
* xyz 0 1
O 21.30300 50.88300 13.67500
O 17.76800 50.52500 13.79400
H 18.04500 48.39900 13.72800
H 17.94700 50.66700 14.69900
H 21.57300 51.78300 13.42400
O 18.30900 47.59600 14.34700
H 18.53600 46.94400 13.82900
H 18.54300 50.69200 13.38500
H 21.37000 50.28500 12.86000
*
```

structure (SMILES)	O.O.O



Relative energy of each structure, in kcal/mol: <A> 32.7; <B> 0.0.



<A>
The following is a DFT calculation (wB97M-V/def2-TZVPD) of 40 unconnected molecules or ions with the total composition H80O40.

The geometry in ORCA input format:
```
! RIJCOSX wB97M-V def2-TZVPD def2/J DEFGRID3
* xyz 0 1
O -2.03857 0.47063 -0.64695
H -2.71502 2.18082 1.42852
O 4.82207 2.68357 -0.02672
H -2.48038 3.25762 3.46541
H -0.52116 -3.28800 0.62745
H -2.88516 2.69926 -0.43445
H 6.14346 -2.92631 1.13952
O -1.45926 -3.58924 0.88172
H -5.90988 2.73438 -0.05007
H 3.77894 0.56890 3.67069
H 2.13919 -5.46228 -1.42993
O 0.47586 0.41603 3.28747
O 4.18569 1.14330 -3.55826
O -2.48486 -1.20160 0.85289
H -0.94741 6.35014 0.83519
H 1.74888 3.94451 0.59902
H 2.42015 5.40932 -1.52014
H 4.50823 1.88022 -0.34334
O -5.33979 3.36331 0.37723
H 4.16121 1.78151 1.71837
O 5.61844 -3.73965 1.06617
H 0.54125 1.36030 -3.83432
O 2.42401 -5.10289 0.21660
H 4.24322 -0.39470 1.98433
O -2.06048 2.50851 -4.55795
H 4.20734 1.73469 -4.33922
O -4.75123 1.12521 -0.82294
O -1.73795 1.08068 5.66190
O -0.05147 1.84371 -3.24047
H -1.86426 1.90957 5.28875
H -3.46849 -3.07892 -2.41482
O 2.34758 1.98011 -1.50250
O 1.42313 3.82615 1.49933
H -2.75175 3.00652 -4.08723
O 0.07607 -2.97189 -3.48726
H 0.01057 -3.83368 -1.23967
H 0.56951 -2.11294 -3.70843
O -3.97174 3.22103 -2.91350
H 1.87649 -0.59355 -5.34043
H -3.57775 1.57388 2.73094
H -2.31481 -5.70601 -0.33483
H -2.97317 -1.80930 -2.04280
H 0.25610 0.41446 -2.35171
O 0.54885 -0.51321 -2.27552
H 3.91890 0.28294 -3.87968
O 0.14153 -3.69354 4.24054
H 0.69835 4.37485 1.85956
H -5.62489 0.98819 -1.16070
O 3.87594 2.22082 2.61060
H -1.72423 -4.09113 0.05674
H -0.46595 -4.39984 4.00007
H -4.30113 5.05510 -0.19337
H 3.32226 2.97706 2.44869
H 1.15584 -4.76700 -2.49270
H -0.83361 0.90629 5.47442
O 0.74170 -3.30572 -0.95654
O -1.37895 6.24504 1.65590
O -2.00883 -2.25738 4.09904
H 2.49385 -2.48078 -2.60634
H -3.99796 0.65452 -4.46678
H -4.74925 2.90952 0.90225
H -1.26813 0.02380 -0.42795
O -2.03269 3.24158 -0.12916
H 3.80430 -1.50446 -2.52227
O -1.56393 -5.53379 -0.95165
H 0.35231 -1.15923 -1.60590
O 1.32974 -0.37449 -4.61748
H 4.69764 -3.71309 0.91769
H -4.21884 -1.68139 3.94933
H -2.57824 -2.05652 0.41702
H 5.19276 -3.21278 -1.69847
H 3.00202 -0.32611 1.14589
O -3.55052 -2.51019 -1.64371
H -1.52681 5.27747 1.86929
O 3.11272 -3.64296 2.55714
H 1.24077 6.44871 -2.09412
H 1.90929 -0.55542 -3.84427
O 1.71783 5.66728 -2.05341
H 1.47427 -2.42772 1.52262
H -4.08755 5.13826 -1.71528
H -3.70182 3.28243 -1.96078
H 2.44379 -5.69745 1.04970
H 0.01019 -3.23501 3.37965
H 2.96816 1.05755 4.92303
O -3.44887 2.28090 2.11406
H -4.30035 1.11260 -1.70078
H -0.05304 1.10874 2.92675
H 0.54444 -3.49043 -4.16100
H -3.14881 0.39845 -3.35908
O 2.84553 -1.58635 -2.57532
H -4.95779 2.98237 -2.99138
O 5.73159 -2.67359 -2.22330
O 3.94393 -0.12526 1.11702
H 2.38312 2.85780 -1.91679
O -2.15002 3.73657 4.17805
H -1.17801 -1.85715 4.11370
O -4.12510 0.69030 -3.49187
H -2.02451 -3.17099 4.09126
H 0.17810 -1.35234 2.06965
H -2.48257 4.60495 4.37340
O -3.87153 5.53022 -0.87903
O 0.63483 -2.18660 1.85090
O 2.07646 -4.96635 -2.30861
H -2.36463 -1.51741 1.79824
H 6.25264 -2.20880 -1.54385
H 3.17813 1.67941 -1.87310
H 3.40959 -5.15358 -0.13675
O -4.85451 -2.19331 3.42386
H 1.30875 -3.97800 -0.54209
O 3.06691 0.41871 4.24898
H -2.49738 4.09041 0.01887
H -4.33189 -2.39500 2.61796
H 1.50220 0.61286 3.35904
H -0.89760 -5.84598 -0.24963
H 3.00270 -2.78055 3.08833
H 0.45064 2.60997 -2.87436
H -1.54103 1.80551 -4.03536
H 2.66415 -4.33315 3.03692
H 5.75102 2.88995 -0.00181
H -2.90957 0.13559 -0.44957
*
```



<B>
The following is a DFT calculation (wB97M-V/def2-TZVPD) of 40 unconnected molecules or ions with the total composition H80O40.

The geometry in ORCA input format:
```
! RIJCOSX wB97M-V def2-TZVPD def2/J DEFGRID3
* xyz 0 1
O 0.73313 -5.11142 -3.01619
H -2.61539 2.68585 -2.13358
H 3.31761 0.33144 3.02390
H -1.81646 -0.45778 -5.96460
H 3.68405 0.44618 4.53865
H -2.63532 -3.45330 -0.75786
H 6.10297 1.11095 -0.22753
H 0.45793 -5.39051 -3.88346
O 3.33030 -3.77441 -3.14853
H -1.32223 3.54360 4.84865
H -0.86202 5.69369 -0.66377
H -0.76607 0.58923 -5.43681
O -0.98124 4.05570 -2.15256
H -2.49236 -2.36911 3.91285
O -4.40434 1.85211 2.62510
H 0.93510 2.47252 0.66507
H 0.17024 0.36636 3.50495
H 4.48189 -0.42114 -1.18918
O -0.28332 0.38496 4.35872
H -0.17313 4.24269 5.29482
O -2.21030 -4.85918 2.38853
H -3.57265 -1.56655 0.24829
O 4.09581 -0.04295 -0.39645
H -2.21726 4.28956 1.43393
H 5.72672 -2.90124 1.10599
H -1.21146 1.98185 0.57374
O 0.32811 -1.50216 2.19756
H -0.38751 1.28944 4.63441
O 2.61642 2.82648 -0.37681
H -4.60680 -3.95083 -0.16361
O 3.29213 0.92142 3.80759
H -1.47870 -1.42669 -2.13623
H -0.10338 -1.30234 -1.59907
H 2.56901 4.34458 2.72294
O -0.37587 3.65731 4.55261
H -0.09422 -5.37325 -2.50733
H -4.64981 0.13626 -3.51525
H -1.09901 4.08843 2.23170
O -0.93151 -0.32866 -5.61214
H 0.50925 -4.39923 1.42078
H -0.65098 4.45852 -0.05417
H 2.51531 5.01924 4.16984
H 2.45636 -0.09824 -1.49598
O -4.92707 -4.49354 0.54825
H -2.15225 0.55745 -1.90577
H 5.46744 -2.91376 -0.37773
O -5.00442 3.85613 -0.07422
O 0.17245 2.38796 1.26791
H -4.90675 0.90730 -1.24617
H 2.53161 -4.41930 -2.96359
O 2.57589 5.15597 3.22772
H -0.50889 -1.57202 1.70114
H -2.41111 -3.93311 2.18984
O -5.49449 1.45457 -1.75079
O 3.09773 -3.45199 0.30687
H -2.21967 -0.47225 1.52181
H 0.51334 0.73210 -2.85078
O -2.17076 1.91788 0.29241
H 2.88119 -4.33938 -0.00570
H -2.71626 0.22324 -0.43270
H 1.00795 1.94337 -3.47395
H 2.49134 -1.58516 -2.06937
O -2.06893 -4.21115 -0.63327
H -0.36645 3.24525 -2.30710
H 2.71222 3.25243 -2.49856
O 2.91320 -1.19490 2.16833
O -3.48592 -2.46196 3.90624
H 0.03713 -1.88726 3.09163
O 1.20800 -4.90138 1.90850
H -2.62644 -5.30717 1.64496
H 0.37004 -1.82453 -4.01846
H 5.93964 -1.21035 -3.15100
O 2.30205 3.72084 -3.23187
H -5.21939 2.36177 -1.41597
H 2.01902 -1.20673 1.82682
O 6.74872 1.33311 -0.88780
H -5.33821 4.38740 -0.80396
H -2.97612 -1.59297 2.40443
O 0.18813 -2.49021 -3.34875
H -3.83308 2.61487 2.42458
H -5.59315 4.16442 0.61867
H 0.33548 -1.31766 5.40220
H -3.51853 -2.57930 4.85876
O -0.93962 -1.76873 -1.37988
H 2.33982 -3.31016 0.89584
H 4.22327 -0.77404 0.22810
O -1.18389 5.24744 0.13792
H 6.56448 -1.15879 -1.71786
H 3.00465 2.01661 -0.77815
H -1.09899 -1.51925 5.48677
H -0.93140 4.68366 -2.89319
O -2.67282 2.55116 -3.11584
H 6.48715 1.00964 -1.79687
H 0.46077 2.06756 2.12927
H 3.38814 -3.72846 -4.10139
O -0.34004 -2.00725 5.14779
H -5.23276 -1.36554 -3.67344
O -2.81663 0.11200 -1.39556
H -2.60606 2.81571 0.35044
O 0.18030 1.60616 -3.07410
H 1.85553 4.42032 -2.76654
H 0.92300 -2.51834 -2.75191
O 2.16604 -0.70044 -2.19021
O 5.92740 -2.42221 0.29517
H 5.35330 3.34747 -1.40120
H -3.52801 2.09621 -2.97697
H -4.10119 1.08490 2.12226
H -3.69712 -1.66909 -1.30858
O 4.96364 3.52011 -0.53075
O 6.03918 -0.65805 -2.35710
H 1.09791 -4.66755 2.84422
O -2.01243 3.77650 2.25200
H 3.25698 -2.09097 2.19016
O -4.74989 -0.66052 -4.08284
H -5.34781 -3.85108 1.17866
O -2.25488 -1.40835 1.71724
H 3.29879 3.47854 -0.11117
H 5.67351 3.10943 -0.02077
O -3.90215 -2.06276 -0.46921
H -1.21581 -3.99258 -0.98779
*
```



Relative energy of each structure, in kcal/mol: <A> 108.4; <B> 0.0.